Entry 1:
The following is a DFT calculation (ωB97M-V with the def2-TZVPD basis set) of a 6-piece molecular cluster, C32H78B2ClNO2 overall at a distorted geometry.

XYZ file:
```
116
C32H78B2ClNO2 (ωB97M-V with the def2-TZVPD basis set)
C 8.982 8.266 -3.299
O 7.621 8.541 -3.653
B 6.802 7.434 -3.718
O 7.068 6.400 -4.569
B 5.419 7.400 -2.725
Cl 5.545 7.916 -1.027
C 3.997 6.993 -3.233
N 3.357 8.292 -3.640
H 9.570 8.058 -4.192
H 9.067 7.419 -2.620
H 9.379 9.138 -2.798
H 8.011 6.174 -4.617
H 3.364 6.534 -2.483
H 4.088 6.380 -4.122
H 3.614 8.504 -4.597
H 3.720 9.050 -3.072
C 4.150 2.793 -1.625
C 3.332 1.640 -2.197
C 2.268 2.090 -3.197
C 1.201 3.023 -2.623
C 0.433 2.456 -1.430
C -0.353 1.191 -1.760
H 3.527 3.490 -1.063
H 4.920 2.422 -0.947
H 4.646 3.349 -2.424
H 2.871 1.077 -1.381
H 4.006 0.943 -2.702
H 1.789 1.205 -3.626
H 2.759 2.599 -4.032
H 0.491 3.269 -3.418
H 1.661 3.970 -2.330
H -0.261 3.221 -1.071
H 1.119 2.257 -0.601
H -1.071 1.374 -2.562
H -0.909 0.845 -0.887
H 0.305 0.377 -2.069
C 0.343 0.013 1.912
C -0.883 -0.896 1.913
C -2.205 -0.142 2.033
C -2.376 0.660 3.323
C -2.256 -0.162 4.605
C -3.318 -1.250 4.730
H 0.434 0.570 2.846
H 1.257 -0.570 1.789
H 0.294 0.733 1.093
H -0.792 -1.628 2.721
H -0.897 -1.471 0.982
H -3.028 -0.855 1.936
H -2.302 0.543 1.183
H -3.357 1.145 3.301
H -1.642 1.470 3.350
H -2.342 0.516 5.458
H -1.261 -0.611 4.674
H -4.322 -0.819 4.696
H -3.216 -1.784 5.676
H -3.238 -1.986 3.929
C -1.975 -6.551 -1.929
C -2.576 -5.468 -2.820
C -1.531 -4.650 -3.575
C -0.563 -3.866 -2.687
C -1.231 -2.890 -1.721
C -2.024 -1.790 -2.419
H -1.346 -6.127 -1.145
H -2.760 -7.130 -1.440
H -1.366 -7.242 -2.515
H -3.208 -4.808 -2.218
H -3.240 -5.938 -3.550
H -2.043 -3.962 -4.254
H -0.948 -5.321 -4.214
H 0.128 -3.313 -3.331
H 0.055 -4.564 -2.115
H -0.453 -2.429 -1.106
H -1.884 -3.430 -1.028
H -1.382 -1.214 -3.088
H -2.448 -1.101 -1.685
H -2.850 -2.196 -3.004
C -8.135 1.649 0.967
C -8.176 0.197 0.498
C -6.921 -0.595 0.862
C -5.627 -0.069 0.241
C -5.618 0.007 -1.283
C -5.782 -1.351 -1.958
H -7.320 2.202 0.499
H -9.064 2.162 0.718
H -8.003 1.704 2.050
H -8.341 0.167 -0.583
H -9.039 -0.296 0.951
H -7.067 -1.640 0.574
H -6.806 -0.598 1.950
H -4.802 -0.713 0.558
H -5.405 0.923 0.646
H -4.663 0.440 -1.594
H -6.392 0.692 -1.641
H -4.996 -2.037 -1.634
H -5.712 -1.248 -3.042
H -6.747 -1.809 -1.738
C 1.152 -3.063 5.135
C 2.533 -3.423 5.673
C 3.673 -2.770 4.891
C 3.753 -3.172 3.417
C 3.894 -4.672 3.166
C 5.169 -5.271 3.752
H 1.016 -3.411 4.110
H 0.368 -3.517 5.743
H 1.001 -1.981 5.149
H 2.652 -4.509 5.679
H 2.603 -3.103 6.715
H 4.620 -3.001 5.386
H 3.563 -1.683 4.947
H 4.605 -2.655 2.964
H 2.867 -2.806 2.891
H 3.888 -4.842 2.086
H 3.024 -5.204 3.561
H 6.054 -4.775 3.345
H 5.243 -6.333 3.514
H 5.198 -5.176 4.838
```

The total energy is -1981.27240 a.u. Its maximum force is 0.0226 hartree/bohr.


Entry 2:
The following is a DFT calculation (ωB97M-V with the def2-TZVPD basis set) of a 7-piece molecular cluster, C32H79BrN3O14 overall at a distorted geometry.

XYZ file:
```
129
C32H79BrN3O14 (ωB97M-V with the def2-TZVPD basis set)
C 2.129 -1.653 0.791
N 2.368 -0.251 0.328
C 3.617 -0.151 -0.502
C 3.504 1.206 -1.248
O 3.269 2.326 -0.408
C 3.363 2.038 0.961
N 3.086 3.242 1.710
C 2.485 0.779 1.418
Br 3.588 -0.050 2.873
C 1.121 1.095 2.070
C 0.002 1.462 1.052
O 0.489 1.971 -0.185
C -0.981 0.307 0.738
N -2.023 0.240 1.781
H 1.583 -2.157 -0.028
H 3.064 -2.218 0.890
H 1.486 -1.728 1.671
H 1.610 -0.031 -0.327
H 4.522 -0.242 0.109
H 3.607 -0.999 -1.200
H 2.607 1.116 -1.895
H 4.344 1.348 -1.942
H 4.415 1.797 1.195
H 2.185 3.614 1.431
H 3.063 3.002 2.692
H 0.787 0.173 2.581
H 1.183 1.849 2.858
H -0.605 2.256 1.518
H 0.395 2.918 -0.237
H -0.492 -0.668 0.546
H -1.506 0.599 -0.185
H -2.835 -0.183 1.353
H -1.714 -0.351 2.543
C -6.798 0.959 4.155
O -6.790 2.002 5.114
C -6.135 1.625 6.317
C -4.728 2.188 6.374
O -3.904 1.585 5.382
C -3.702 2.414 4.250
H -7.129 1.374 3.203
H -5.801 0.530 4.022
H -7.498 0.175 4.458
H -6.117 0.536 6.425
H -6.719 2.038 7.144
H -4.291 1.946 7.347
H -4.739 3.276 6.269
H -3.019 3.232 4.501
H -4.642 2.825 3.873
H -3.251 1.804 3.467
C -5.556 -2.747 4.284
O -6.441 -2.465 3.212
C -5.786 -1.866 2.103
C -5.543 -2.870 0.991
O -4.597 -3.857 1.379
C -5.206 -5.090 1.735
H -6.085 -3.378 4.997
H -4.664 -3.277 3.943
H -5.264 -1.819 4.786
H -4.846 -1.399 2.415
H -6.448 -1.079 1.729
H -5.119 -2.343 0.130
H -6.482 -3.332 0.675
H -5.573 -5.601 0.841
H -6.029 -4.946 2.438
H -4.449 -5.713 2.210
C 2.002 5.498 -5.684
O 1.074 4.583 -6.251
C 1.677 3.357 -6.641
C 1.390 2.262 -5.631
O 2.032 2.519 -4.386
C 1.141 3.029 -3.409
H 1.440 6.315 -5.233
H 2.615 5.027 -4.912
H 2.648 5.909 -6.467
H 2.754 3.482 -6.784
H 1.237 3.074 -7.601
H 1.796 1.319 -6.012
H 0.313 2.135 -5.495
H 0.477 2.232 -3.056
H 0.543 3.858 -3.794
H 1.735 3.390 -2.568
C 0.871 9.304 -5.848
O 1.600 8.816 -4.731
C 2.804 9.542 -4.507
C 2.653 10.523 -3.359
O 1.746 11.567 -3.684
C 0.469 11.387 -3.095
H -0.116 8.844 -5.832
H 0.752 10.389 -5.809
H 1.375 9.023 -6.778
H 3.121 10.057 -5.417
H 3.574 8.809 -4.245
H 3.623 10.990 -3.169
H 2.341 10.006 -2.446
H 0.519 11.585 -2.019
H 0.083 10.379 -3.265
H -0.213 12.103 -3.551
C 3.500 -4.546 -1.640
O 4.030 -4.408 -0.331
C 3.795 -5.564 0.477
C 5.039 -6.425 0.588
O 5.374 -7.011 -0.661
C 6.451 -6.351 -1.308
H 3.889 -3.729 -2.250
H 3.795 -5.492 -2.097
H 2.406 -4.476 -1.614
H 2.955 -6.144 0.086
H 3.523 -5.206 1.474
H 4.833 -7.244 1.282
H 5.878 -5.847 0.987
H 7.392 -6.577 -0.799
H 6.303 -5.268 -1.339
H 6.507 -6.724 -2.329
C -1.958 -6.908 1.015
O -1.701 -8.126 0.339
C -0.498 -8.093 -0.418
C 0.626 -8.822 0.297
O 1.016 -8.142 1.484
C 0.494 -8.750 2.657
H -2.770 -7.080 1.720
H -1.081 -6.561 1.569
H -2.270 -6.139 0.300
H -0.210 -7.062 -0.642
H -0.702 -8.603 -1.364
H 1.501 -8.845 -0.360
H 0.341 -9.854 0.515
H 1.020 -9.687 2.861
H -0.577 -8.943 2.570
H 0.658 -8.067 3.490
```

The total energy is -5057.74618 a.u. The charge is +1. Its maximum force is 0.0321 hartree/bohr.


Question: Look up the maximum force of the second one.
Answer: 0.0321 hartree/bohr


Question: What is the maximum force in the second record?
Answer: 0.0321 hartree/bohr